1.
Entry from the Open Molecules 2025 dataset: C7H5N3OS in the gas phase in a non-equilibrium geometry (the ωB97M-V functional and the def2-TZVPD basis).

Cartesian coordinates (Å):
C 0.45158 -0.06603 0.08795
C -3.11030 -0.21943 -0.08374
C 1.12583 -1.02677 0.75569
H 4.02953 -0.87386 -0.27607
N -1.51147 1.07261 0.91904
H -3.86624 1.36912 1.17418
S -4.55222 -0.83971 -0.54822
C 3.07705 -0.59512 -0.24138
C -1.02382 0.21035 0.22795
N -2.86731 0.82680 0.78785
C 2.50745 0.42367 -0.96055
H 0.71309 1.38312 -1.47609
N 2.41784 -1.27954 0.65397
H 2.91616 1.19854 -1.40225
O -1.92236 -0.63347 -0.34382
C 1.14419 0.76780 -0.85486
H 0.47102 -1.71809 1.58036

Computed properties:
frontier orbital gap: 8.98 eV
energy relative to the best compared isomer or geometry (same formula, charge and spin): 46.0 kcal/mol
lowest unoccupied orbital energy: 0.224 eV
SMILES: S=c1[nH]nc(-c2cccnc2)o1

2.
Entry from the Open Molecules 2025 dataset: a molecular structure, C5H5NO in a non-equilibrium geometry (the ωB97M-V functional and the def2-TZVPD basis).

Cartesian coordinates (Å):
H -1.80590 -0.86812 0.11566
C 0.37270 -1.39330 0.10601
C -0.10536 0.46593 0.14113
H -1.06698 -0.68373 -1.51437
C -0.87084 -0.69777 -0.43975
C -0.72849 1.72097 0.53820
C 1.27136 0.35838 -0.40029
H 1.94876 1.04745 0.15897
N -1.25762 2.71380 0.84325
O 0.44808 -0.33014 1.22786
H 1.59333 0.05552 -1.36814
H 0.20094 -2.38899 0.59146

Computed properties:
frontier orbital gap: 8.31 eV
energy relative to the best compared isomer or geometry (same formula, charge and spin): 150.2 kcal/mol
lowest unoccupied orbital energy: -0.300 eV

3.
Entry from the Open Molecules 2025 dataset: 3 unconnected molecules or ions with the total composition C3H5O4P in a non-equilibrium geometry (the ωB97M-V functional and the def2-TZVPD basis).

Cartesian coordinates (Å):
P 1.61472 1.30396 2.10289
H -0.83489 0.19141 2.32690
H -0.79709 -0.03328 0.73706
O 0.87900 1.58141 3.32879
H 0.37057 1.53892 -2.56423
O 4.05457 -2.24393 2.23233
O -0.78521 0.59514 -1.05170
H -1.34450 0.59797 -2.98077
C 3.37757 -1.09938 2.21740
O -0.30308 -0.05242 1.59056
C 2.65666 -0.17930 2.43219
C -0.57394 0.93746 -2.18570
H 4.40711 -2.31392 3.06757

Computed properties:
frontier orbital gap: 9.26 eV
energy relative to the best compared isomer or geometry (same formula, charge and spin): 78.1 kcal/mol
lowest unoccupied orbital energy: 0.237 eV
SMILES: O=PC#CO.C=O.O

4.
Entry from the Open Molecules 2025 dataset: C21H23NO in the gas phase (the ωB97M-V functional and the def2-TZVPD basis).

Cartesian coordinates (Å):
C 4.86851 -1.17083 1.36452
H -1.43146 5.00932 0.49674
H 4.80786 -2.24740 1.22057
H -2.29554 1.49002 2.76612
H -1.80219 3.90703 2.65557
C -2.16932 0.89279 -1.65918
C -1.86244 3.33049 1.74417
H 5.60938 -0.96973 2.13400
C -2.49394 -0.22529 0.43715
C -2.59313 -1.34038 -3.22666
H 3.60760 0.48784 1.91688
C -1.72620 3.23704 -0.66192
H 5.20404 -0.71863 0.43455
H 3.22262 0.62604 -0.34161
C -1.36120 -0.97559 0.97812
C -2.06560 1.00542 -3.03479
C 3.51022 -0.59478 1.78864
C 1.89143 -2.17934 0.90089
C -0.43200 -1.58097 1.43419
H -2.20497 -0.05283 -4.88653
C 2.58275 -0.25347 -0.44434
C -2.69089 -1.46302 -1.84621
C -2.14536 1.97165 1.80979
H -1.82349 1.95170 -3.49521
H 3.07833 -0.95112 -1.14126
C -2.01515 1.88459 -0.60410
H -1.56098 3.72642 -1.61010
C 0.72782 -2.30619 1.90329
C 1.24640 0.18912 -1.03440
N 2.41172 -0.82774 0.87585
C -2.22292 1.26029 0.63349
H 1.03592 -1.90713 2.87260
H -3.70118 -0.58384 1.92158
H 0.75449 0.87890 -0.35434
H 3.23015 -1.01672 2.75764
C -2.28037 -0.12307 -3.81088
H 1.52577 -2.44697 -0.09271
H 2.66551 -2.90963 1.17977
H 0.46794 -3.36157 2.02648
H 0.58210 -0.65615 -1.19177
C -1.65374 3.95235 0.52369
H -2.76075 -2.20503 -3.85210
H -2.93193 -2.40902 -1.38600
H 1.40609 0.68476 -1.98890
O -3.73293 -0.66653 0.96246
C -2.47892 -0.34280 -1.07571

Computed properties:
frontier orbital gap: 8.83 eV
energy relative to the best compared isomer or geometry (same formula, charge and spin): 47.8 kcal/mol
lowest unoccupied orbital energy: 0.693 eV
SMILES: CCN(CC)CCC#CC1(O)c2ccccc2-c2ccccc21

5.
Entry from the Open Molecules 2025 dataset: 5 unconnected molecules or ions with the total composition C4H21N3O4 in a non-equilibrium geometry (the ωB97M-V functional and the def2-TZVPD basis).

Cartesian coordinates (Å):
N 2.05624 -1.70146 0.65663
H -0.62387 1.24078 -4.06797
H 3.01674 0.54436 3.00712
H -2.31560 -0.32791 2.49919
H -1.82285 2.12703 -3.71564
H -2.26070 3.39555 -0.15019
O 3.39730 0.51351 2.12091
H -1.39723 3.69288 1.08431
H 4.08408 1.19220 2.19605
N -2.14460 0.20474 -1.29295
H 2.52073 0.01172 -3.42297
N -1.87717 -0.01388 1.60340
H 2.99947 -1.31701 0.84866
H -3.04182 -0.25723 -1.35530
O -1.84652 2.98274 0.61534
O 1.63149 0.12550 -3.05075
H 2.19714 -2.70438 0.68553
H 1.92442 0.66874 -2.30414
H 1.38034 -1.86198 2.73552
C -1.11210 -0.69288 -0.62987
C 1.00316 -1.38629 1.81213
C -1.17129 -0.76846 0.73848
H -0.35299 -1.09415 -1.24782
H -0.89162 -2.45982 2.13440
H -2.42804 0.72299 1.17494
H -1.92063 0.54209 -2.24300
H 1.72060 -1.26370 -0.18847
O -1.05326 1.69167 -3.32628
H 1.11353 -0.26867 1.85028
H -2.23921 1.02911 -0.68099
C -0.33758 -1.88898 1.37529
H -0.20816 -2.67882 0.53814

Computed properties:
frontier orbital gap: 10.02 eV
energy relative to the best compared isomer or geometry (same formula, charge and spin): 28.3 kcal/mol
lowest unoccupied orbital energy: -5.755 eV
total charge: +2

6.
Entry from the Open Molecules 2025 dataset: a molecular structure, C10H11MnNO4 in a non-equilibrium geometry (the ωB97M-V functional and the def2-TZVPD basis).

Cartesian coordinates (Å):
H 0.14073 -3.88848 -0.18331
H -1.66284 1.41973 -1.08736
C -1.95147 0.84320 1.55364
O 1.61147 1.97881 3.09417
H -1.39821 -0.78065 -2.03844
C 0.09919 1.82907 1.13848
Mn -2.10672 3.44861 0.24075
O 2.79361 1.31284 -1.08129
C 1.45183 2.11704 1.91398
O 2.36339 2.49272 0.90398
H -0.30262 1.89082 -2.20904
C -0.55302 1.18254 -1.34252
H -1.28002 -1.48343 0.18725
H 0.27420 -0.99887 1.15807
C -0.00761 -3.21621 0.71114
H 0.62725 -2.24741 -1.62657
C 0.44139 1.54590 -0.18023
H 1.59421 -0.89865 -0.89741
H 0.06992 -0.24695 -2.98687
N -1.19959 1.89019 1.82204
C 0.53515 -1.26189 -1.05233
H 0.79613 -3.36649 1.49404
C -0.37672 -0.30696 -1.93640
O -2.83781 0.23753 1.10772
C 2.03027 1.70623 -0.25072
H -0.98996 -3.53447 1.19687
C -0.16214 -1.66477 0.35034

Computed properties:
frontier orbital gap (alpha / beta): 4.67 / 4.73 eV
lowest unoccupied orbital energy (alpha / beta): -12.414 / -12.350 eV
multiplicity: 6
total charge: +2